65
Properties=species:S:1:pos:R:3:forces:R:3:mulliken_charge:R:1 method="wB97M-V/def2-TZVPD" total_charge=+3 e_above_lowest_kj_mol=0.0 multiplicity=5
Cr 0.968506 1.660892 -0.132096 -0.58 -0.78 -0.88 0.57
N -0.899438 2.764956 -0.593242 0.59 1.24 1.08 -0.42
C -1.108744 3.848323 0.491844 -0.23 0.09 -1.10 -0.67
C -0.274657 3.564545 1.718696 -0.72 -0.49 0.77 -0.65
N 1.098024 3.155516 1.497536 1.00 -0.81 0.26 -0.18
C 1.995203 4.299343 1.157954 0.82 -1.17 0.95 -0.55
C 2.084549 4.531256 -0.344283 0.32 0.51 -0.76 -0.67
N 2.006870 3.239534 -1.139955 1.55 -0.19 1.43 -0.39
H -0.935170 3.260546 -1.504246 -0.62 -1.08 0.70 0.26
H -1.539116 1.973932 -0.463719 -0.22 0.72 -0.67 0.28
H -2.151855 3.967521 0.815382 0.12 -0.55 -0.21 0.45
H -0.933674 4.845615 0.032837 0.45 -0.73 0.19 0.34
H -0.749424 2.797285 2.333558 -0.11 -0.25 -0.24 0.30
H -0.305956 4.415290 2.362734 -0.06 0.95 0.43 0.45
H 1.452954 2.612640 2.314201 -0.41 1.13 -0.64 0.33
H 3.037050 4.020574 1.524849 -1.36 0.57 -0.17 0.39
H 1.580726 5.167025 1.705587 0.77 -0.07 -0.43 0.35
H 3.064241 4.990749 -0.564476 -0.51 -0.05 0.10 0.43
H 1.339202 5.261385 -0.684538 0.03 -0.49 -0.09 0.34
H 2.971553 2.991594 -1.422433 -0.85 0.28 0.13 0.23
H 1.487869 3.311748 -1.979512 -0.47 0.65 -1.08 0.28
C -0.968696 -0.525703 2.412242 -0.53 1.94 -0.46 -1.03
C -0.784893 -0.889473 0.977982 -2.54 -3.38 0.07 0.46
N -0.313043 -0.168778 0.020755 1.92 1.68 -1.44 0.40
C -0.275457 -0.959273 -1.156772 0.41 1.29 1.08 -1.31
C -0.723076 -2.184193 -0.904724 -1.32 0.61 1.96 -0.52
N -1.229819 -2.099728 0.435392 1.58 0.24 -1.11 0.36
C -1.936173 -3.214563 1.059549 -1.08 -1.23 1.19 -0.96
N -3.010630 -3.811180 0.255717 1.90 -0.64 0.62 0.56
N -2.890839 -5.221911 0.057550 -2.00 1.71 -1.80 -0.48
N -4.007624 -5.584038 -0.475054 0.45 -0.61 1.46 -0.49
C -4.952732 -4.569698 -0.440940 2.88 1.74 0.47 0.16
C -6.318858 -4.535276 -0.568103 -1.14 -0.99 -0.04 -0.43
C -6.954949 -3.334226 -0.445591 1.00 1.41 0.88 -0.67
C -6.221757 -2.105707 -0.127913 -1.26 -0.15 -0.78 -0.48
C -4.888664 -2.100759 0.174333 0.51 -2.19 0.20 -0.58
C -4.282141 -3.392915 -0.000353 -0.07 0.34 0.23 0.98
H 0.006907 -0.323324 2.870796 -0.25 -0.57 0.23 0.30
H -1.658694 -1.145547 3.011953 0.76 0.12 -0.42 0.39
H -1.429993 0.493881 2.344442 0.11 -0.71 0.40 0.15
H -0.006502 -0.498401 -2.069603 0.39 0.11 -0.78 0.71
H -0.733512 -3.020557 -1.562429 -0.62 -0.63 0.00 0.53
H -2.448225 -2.889773 2.015550 1.13 -0.10 -0.86 0.46
H -1.173013 -4.024107 1.236638 -1.12 0.61 0.04 0.30
H -6.843928 -5.492385 -0.591550 -0.11 0.42 -0.38 0.43
H -8.019780 -3.322676 -0.327662 -0.40 0.21 -0.51 0.40
H -6.736467 -1.129307 -0.174590 -0.05 -0.81 0.49 0.35
H -4.391053 -1.319575 0.747432 -0.06 0.17 -0.64 0.32
N 5.158878 -1.209227 -1.221258 0.64 1.09 -0.46 -0.06
C 4.709768 -1.056261 0.186845 -0.88 0.03 0.44 -0.94
C 3.834547 0.197963 0.390964 -0.72 -1.45 -0.15 -0.65
N 2.668007 0.182771 -0.531339 0.00 0.14 -0.68 0.23
C 3.192833 0.200518 -1.968373 0.13 -0.99 2.42 -0.81
C 4.075386 -1.013798 -2.251222 0.43 0.51 -1.81 -1.00
H 5.513703 -2.162798 -1.292077 0.43 0.04 -0.37 0.36
H 5.938935 -0.534255 -1.388471 -0.46 -0.77 -0.10 0.41
H 5.582430 -1.022426 0.834483 0.07 -0.15 -0.02 0.45
H 4.135884 -1.981587 0.372302 0.13 0.51 0.34 0.40
H 4.367722 1.116597 0.198870 0.34 0.29 0.29 0.40
H 3.460886 0.127024 1.424163 0.30 0.39 -0.29 0.41
H 2.127732 -0.677937 -0.391072 0.15 0.14 -0.07 0.22
H 3.789127 1.086285 -1.992728 0.40 0.70 -0.48 0.47
H 2.364362 0.268488 -2.640903 -0.31 -0.08 -0.57 0.44
H 4.535627 -0.889636 -3.275257 -0.08 -0.01 1.19 0.45
H 3.549061 -1.942766 -2.356627 -0.58 -0.44 0.41 0.39

---

47
Properties=species:S:1:pos:R:3:forces:R:3:mulliken_charge:R:1 method="wB97M-V/def2-TZVPD" total_charge=-1 e_above_lowest_kj_mol=51.3 multiplicity=2
Sc 0.216439 -0.147836 -0.321626 0.21 0.37 -0.14 0.19
C 4.350470 1.671185 3.150214 0.09 0.15 0.05 -0.81
S 3.576729 0.094487 3.519968 -0.11 0.01 -0.09 -0.12
C 2.529164 -0.170515 2.096714 0.17 -0.08 -0.02 0.53
S 2.312539 1.040670 0.872321 0.03 -0.25 0.11 -0.44
N 2.037586 -1.370795 2.111307 -0.24 0.35 -0.26 -1.34
N 1.227000 -1.605193 1.018956 -0.10 -0.42 0.31 0.91
C 0.733017 -2.835842 0.938053 0.06 0.03 0.00 -0.97
C 0.045351 -3.197310 -0.234008 -0.03 -0.08 0.04 1.00
C -0.620097 -4.441878 -0.407699 0.12 0.07 0.00 -0.94
C -1.237194 -4.721430 -1.590142 -0.06 0.00 -0.12 -0.22
C -1.208957 -3.764974 -2.639388 0.01 -0.09 0.09 -0.72
C -0.574308 -2.568580 -2.397334 0.11 0.11 0.00 -0.39
N 0.027619 -2.255918 -1.242847 -0.08 0.05 0.05 -0.09
H 4.960600 1.913084 4.022350 -0.01 -0.01 0.00 0.32
H 3.609148 2.451776 2.998706 -0.02 -0.01 0.00 0.26
H 4.988454 1.617619 2.270699 -0.03 -0.05 -0.02 0.28
H 0.905340 -3.546449 1.741857 -0.01 -0.01 -0.02 0.35
H -0.621769 -5.153279 0.409447 0.01 -0.01 0.00 0.35
H -1.741689 -5.671524 -1.725676 0.00 0.01 -0.02 0.40
H -1.666071 -3.955740 -3.599798 -0.01 -0.01 -0.01 0.42
H -0.529789 -1.784018 -3.147392 0.00 -0.02 -0.01 0.53
O -1.945936 -0.619350 -0.277966 -0.30 0.08 0.31 -0.03
N -2.877327 -0.852478 -1.152471 0.17 -0.15 -0.07 0.35
C -2.857168 -0.231653 -2.348730 -0.10 -0.09 0.20 0.17
C -3.856312 -0.512469 -3.263661 0.20 0.14 0.01 -0.96
C -4.855327 -1.416699 -2.960888 -0.09 -0.09 0.00 -0.12
C -4.842911 -2.036545 -1.717482 0.03 0.02 0.01 -0.69
C -3.841766 -1.740084 -0.825359 0.09 0.04 -0.09 -0.14
H -1.984811 0.434258 -2.467341 -0.08 0.00 -0.17 0.14
H -3.815722 -0.011359 -4.220725 -0.02 0.00 -0.02 0.43
H -5.629419 -1.647209 -3.680092 -0.01 0.01 0.00 0.39
H -5.593216 -2.759691 -1.432386 -0.02 0.00 -0.02 0.40
H -3.719741 -2.179160 0.152374 -0.02 -0.01 0.00 0.41
Se 0.243271 1.321822 -2.290084 -0.05 0.01 0.00 -0.95
C -0.588950 3.245632 0.980881 -0.02 -0.11 0.06 -1.06
C -1.139430 2.097259 1.747936 0.08 0.21 0.05 0.31
N -0.812301 0.835948 1.607778 -0.06 -0.22 -0.30 0.50
C -1.544342 0.123606 2.527847 0.03 0.03 0.13 -0.56
C -2.325115 0.969264 3.246946 0.04 0.02 -0.02 -0.76
N -2.060271 2.226254 2.735141 0.04 -0.04 0.00 -0.06
H -0.783565 3.109655 -0.085587 0.02 0.04 -0.01 0.12
H 0.495595 3.261550 1.097398 0.00 0.00 -0.01 0.15
H -1.011323 4.183950 1.342416 -0.03 0.03 -0.05 0.41
H -1.442565 -0.945062 2.610755 -0.01 -0.01 -0.01 0.44
H -3.010588 0.808751 4.058470 -0.02 -0.01 0.01 0.44
H -2.453301 3.098244 3.037428 0.00 -0.01 0.03 0.17